Arrangement 1

Molecular formula: CH2O5P2
Method: DFT, wB97M-V/def2-TZVPD

Its HOMO-LUMO gap is 0.2891 Ha. As for the charge: -2. Its LUMO energy is 6.6 eV. As for the highest occupied orbital energy: -1.23 eV.

Positions of all 10 atoms, in Å:
C1 -0.785 -1.006 1.451
O1 -0.690 -2.211 1.723
O2 3.338 1.174 -2.002
O3 -0.083 -0.083 1.894
O4 2.289 -0.943 -2.899
O5 -1.906 -0.524 0.712
P1 -1.607 1.039 0.890
P2 2.457 -0.015 -1.684
H1 -2.619 1.364 -0.224
H2 -0.395 1.205 0.141

Arrangement 2

Molecular formula: CH2O5P2
Method: DFT, wB97M-V/def2-TZVPD

Its HOMO-LUMO gap is 0.2123 Ha. As for the charge: -2. Its LUMO energy is 6.5 eV. As for the highest occupied orbital energy: 0.74 eV.

Positions of all 10 atoms, in Å:
C1 0.724 1.263 -0.421
O1 3.040 -3.295 -3.113
O2 1.358 -2.266 -4.788
O3 0.781 0.164 -0.974
O4 0.514 -3.347 -2.580
O5 -1.622 0.050 -0.088
P1 -1.011 1.396 0.692
P2 1.640 -2.956 -3.492
H1 -1.024 -0.192 -0.813
H2 -1.469 2.562 -0.142

Of all the structures shown, which is most stable? arrangement 1, and arrangement 2 is the least stable.